(1)
This record from the OMol25 dataset describes a structure of composition C19H16BCoF4N2O4Se in a non-equilibrium geometry. The level of theory is ωB97M-V/def2-TZVPD.

CARTESIAN COORDINATES (ANGSTROEM)
Co 1.05 2.43 -0.02
C 2.36 -1.74 0.22
C 1.07 -2.10 0.87
C 0.43 -3.25 0.44
C -0.76 -3.58 1.07
C -1.29 -2.87 2.14
C -0.56 -1.79 2.63
C 0.62 -1.39 1.96
H 3.16 -2.44 0.61
H 2.72 -0.71 0.44
H 2.27 -1.96 -0.82
H 0.95 -3.84 -0.29
H -1.38 -4.44 0.78
H -2.29 -3.12 2.57
H -0.97 -1.19 3.48
H 1.07 -0.41 2.23
C -2.20 1.00 2.18
C -1.07 1.72 1.73
N -0.55 1.42 0.56
C -1.10 0.64 -0.32
C -2.28 -0.03 -0.02
C -2.86 0.14 1.28
C -2.73 -1.03 -0.94
C -2.05 -1.33 -2.10
C -0.74 -0.73 -2.40
C 0.17 -1.21 -3.36
C 1.39 -0.58 -3.48
C 1.65 0.57 -2.69
N 0.80 0.93 -1.75
C -0.36 0.30 -1.55
H -2.57 1.19 3.18
H -0.56 2.51 2.31
H -3.74 -0.37 1.59
H -3.66 -1.58 -0.68
H -2.39 -2.15 -2.69
H -0.10 -1.93 -4.06
H 2.24 -0.88 -4.12
H 2.53 1.17 -2.81
O 3.70 2.87 3.07
Se 2.37 2.29 2.36
O 1.39 1.65 3.47
O 1.54 3.50 1.57
O 2.56 1.44 0.88
F -0.57 3.52 -0.85
B 0.01 4.21 -1.94
F -0.33 3.52 -3.11
F 1.48 4.10 -1.74
F -0.41 5.49 -1.88

HOMO (alpha / beta)	-5.9205 / -6.2172	eV
total energy	-145660.22235	eV
expectation value of S²	3.7570
charge	-1
HOMO-LUMO gap (alpha / beta)	7.7583 / 8.0434	eV
spin multiplicity	4


(2)
This record from the OMol25 dataset describes a structure of composition C6H18AgClO8P2 in a non-equilibrium geometry. The level of theory is ωB97M-V/def2-TZVPD.

CARTESIAN COORDINATES (ANGSTROEM)
Ag -0.17 15.16 -7.76
Cl -1.74 16.23 -5.52
C -5.19 11.12 -0.82
O -6.06 11.76 -1.78
P -5.38 12.35 -3.14
O -4.41 11.43 -3.84
O -4.74 13.69 -2.54
C -4.14 14.60 -3.47
O -6.65 12.87 -3.98
C -7.63 13.65 -3.32
H -5.48 11.43 0.18
H -4.18 11.54 -0.79
H -5.23 10.03 -0.91
H -4.94 15.16 -3.96
H -3.36 14.16 -4.09
H -3.64 15.41 -2.94
H -7.28 14.08 -2.38
H -8.51 13.05 -3.06
H -7.94 14.40 -4.04
C -4.75 11.89 -10.42
O -3.67 12.80 -10.42
P -3.29 13.56 -9.04
O -2.07 14.40 -9.22
O -4.69 14.32 -8.62
C -4.67 15.53 -7.86
O -3.16 12.36 -7.94
C -2.71 12.79 -6.63
H -4.60 11.05 -11.11
H -5.67 12.39 -10.72
H -4.90 11.56 -9.39
H -3.67 15.92 -7.66
H -5.16 15.26 -6.93
H -5.18 16.28 -8.48
H -1.71 13.21 -6.71
H -2.69 12.03 -5.84
H -3.34 13.58 -6.23

HOMO	-8.9538	eV
total energy	-57997.04592	eV
charge	0
HOMO-LUMO gap	7.5345	eV


(3)
This record from the OMol25 dataset describes a cluster of 2 separate species, CH3FS2 in total in a non-equilibrium geometry. The level of theory is ωB97M-V/def2-TZVPD.

CARTESIAN COORDINATES (ANGSTROEM)
C 0.59 0.38 -0.01
F 1.16 -0.71 -0.36
S 0.27 0.73 1.58
S -1.78 -0.02 -1.28
H 1.01 1.36 -0.47
H 0.03 -0.52 1.93
H -1.28 -1.22 -1.39

HOMO (alpha / beta)	-8.6257 / -8.4744	eV
total energy	-25470.66673	eV
charge	0
HOMO-LUMO gap (alpha / beta)	7.7316 / 7.2923	eV


(4)
This record from the OMol25 dataset describes a cluster of 6 separate species, C10H32N2O6 in total in a non-equilibrium geometry. The level of theory is ωB97M-V/def2-TZVPD.

CARTESIAN COORDINATES (ANGSTROEM)
C 2.07 -3.98 -0.81
C 1.41 -2.73 -1.37
O 2.32 -1.65 -1.34
H 2.55 -3.96 0.18
H 2.72 -4.33 -1.53
H 1.27 -4.82 -0.67
H 0.63 -2.46 -0.61
H 1.12 -3.04 -2.33
H 3.01 -1.80 -1.96
C -4.49 -1.92 1.45
C -3.82 -2.20 0.16
O -2.84 -3.20 0.31
H -3.83 -1.59 2.24
H -5.04 -2.86 1.88
H -5.21 -1.07 1.29
H -3.37 -1.25 -0.20
H -4.51 -2.50 -0.66
H -2.02 -2.83 0.59
C -0.95 2.49 1.54
C -1.57 3.79 1.01
O -2.97 3.61 1.03
H -1.28 1.59 0.93
H -1.25 2.06 2.54
H 0.10 2.64 1.72
H -1.17 4.03 0.03
H -1.38 4.67 1.63
H -3.33 4.54 0.96
C 2.63 2.35 0.39
C 3.60 1.40 -0.28
O 3.46 1.61 -1.69
H 2.63 2.18 1.49
H 1.64 2.18 0.07
H 2.95 3.33 -0.01
H 3.45 0.39 -0.02
H 4.56 1.67 0.15
H 4.29 1.70 -2.08
C -0.17 0.57 -1.72
O -0.84 -0.65 -1.46
N -0.77 1.70 -1.57
N 0.90 0.62 -2.41
H -1.66 1.56 -1.09
H -0.29 2.65 -1.43
H 1.29 -0.33 -2.20
H 1.51 1.48 -2.35
C 0.76 -0.94 1.56
O -0.49 -1.45 1.28
H 0.77 -0.07 2.14
H 1.07 -0.52 0.62
H 1.38 -1.83 1.96
H -0.86 -0.85 0.63

HOMO	-9.2698	eV
total energy	-26150.69848	eV
charge	0
HOMO-LUMO gap	9.5870	eV


(5)
This record from the OMol25 dataset describes a structure of composition C41H35BrN9O8Pt in a non-equilibrium geometry. The level of theory is ωB97M-V/def2-TZVPD.

CARTESIAN COORDINATES (ANGSTROEM)
Pt -1.70 0.97 1.44
C 1.27 3.45 0.73
C -0.07 3.87 1.21
N -1.10 3.09 1.49
C -2.13 3.91 1.87
C -1.73 5.19 1.83
N -0.43 5.15 1.41
C -2.37 6.49 2.15
O -3.61 6.43 2.57
O -1.73 7.51 2.01
C -3.44 3.34 2.27
O -4.32 4.10 2.68
O -3.53 2.06 2.15
H 1.50 2.46 1.11
H 2.04 4.14 1.07
H 1.30 3.44 -0.37
H 0.13 5.99 1.29
H -3.93 5.50 2.62
Br 7.49 -6.29 0.82
C 5.70 -5.97 0.34
C 5.38 -5.78 -1.00
C 4.06 -5.55 -1.35
C 3.07 -5.49 -0.37
C 3.40 -5.70 0.98
C 4.71 -5.94 1.33
N 1.79 -5.22 -0.82
N 0.82 -5.17 -0.02
C 0.14 -4.13 0.38
C -0.95 -4.44 1.28
C -1.69 -3.50 1.89
C -1.44 -2.10 1.63
O -2.12 -1.21 2.16
C -0.36 -1.75 0.68
N -0.21 -0.44 0.46
C 0.66 -0.04 -0.46
C 1.42 -0.94 -1.20
C 1.29 -2.29 -0.96
C 0.39 -2.73 0.03
H 6.15 -5.82 -1.75
H 3.78 -5.41 -2.38
H 2.63 -5.69 1.73
H 4.98 -6.11 2.36
H -1.13 -5.49 1.45
H -2.50 -3.74 2.56
H 0.74 1.03 -0.63
H 2.07 -0.58 -1.98
H 1.85 -3.00 -1.53
C 3.53 1.70 -4.40
C 2.28 0.86 -4.34
C 2.32 -0.48 -4.72
C 1.18 -1.25 -4.67
C -0.02 -0.71 -4.24
C -0.08 0.63 -3.86
N -1.27 1.21 -3.37
C -2.52 0.60 -3.44
C -3.04 0.18 -4.66
C -4.30 -0.38 -4.75
C -5.09 -0.53 -3.60
C -4.59 -0.14 -2.38
C -3.31 0.42 -2.29
C -2.78 0.73 -0.95
O -3.21 0.12 0.07
O -1.84 1.56 -0.77
C 1.07 1.43 -3.92
C 1.03 2.89 -3.53
H 4.38 1.10 -4.72
H 3.77 2.14 -3.43
H 3.42 2.52 -5.11
H 3.26 -0.90 -5.06
H 1.21 -2.29 -4.98
H -0.91 -1.32 -4.19
H -1.14 1.75 -2.53
H -2.44 0.32 -5.56
H -4.68 -0.68 -5.71
H -6.08 -0.95 -3.68
H -5.17 -0.25 -1.48
H 0.02 3.25 -3.40
H 1.50 3.50 -4.31
H 1.60 3.08 -2.61
C 2.12 0.80 5.31
N 0.67 0.76 5.15
C -0.17 0.59 6.20
C -1.51 0.57 6.05
C -2.02 0.76 4.73
N -1.19 0.92 3.70
C 0.16 0.92 3.86
O 0.93 1.04 2.92
N -3.33 0.77 4.51
H 2.35 0.57 6.35
H 2.50 1.78 5.05
H 2.58 0.06 4.66
H 0.30 0.48 7.17
H -2.17 0.45 6.89
H -3.96 0.71 5.29
H -3.68 1.10 3.61

HOMO (alpha / beta)	-10.0143 / -10.0106	eV
total energy	-146160.33876	eV
expectation value of S²	6.0418
charge	+1
HOMO-LUMO gap (alpha / beta)	5.7469 / 5.4334	eV
spin multiplicity	5


(6)
This record from the OMol25 dataset describes an isolated molecule of C15H15N5S2 in a non-equilibrium geometry. The level of theory is ωB97M-V/def2-TZVPD.

CARTESIAN COORDINATES (ANGSTROEM)
N 1.64 -0.20 -1.08
N 0.29 0.07 -1.06
N 3.74 0.96 -0.69
N -3.87 -1.20 1.68
S 1.39 2.28 -0.37
S -1.59 2.02 -0.63
C 2.35 0.87 -0.75
C 0.03 1.28 -0.70
C 4.39 -0.11 -1.03
C -2.58 -0.95 1.92
C -6.63 -0.01 -0.44
C -5.94 0.94 -1.19
C -1.89 0.05 1.26
C -5.90 -0.76 0.54
C -4.58 1.24 -0.96
C -2.53 0.78 0.25
C -4.52 -0.51 0.73
C -3.87 0.53 0.00
N 5.77 -0.04 -0.93
C -1.84 -1.83 2.90
C 6.42 1.16 -0.42
C 6.52 -1.27 -1.21
H 3.89 -1.04 -1.32
H -7.73 -0.14 -0.53
H -6.46 1.55 -1.93
H -0.87 0.17 1.60
H -6.43 -1.48 1.14
H -4.14 2.05 -1.51
H -1.38 -1.21 3.66
H -1.03 -2.43 2.40
H -2.56 -2.51 3.42
H 6.21 1.32 0.63
H 6.04 2.07 -0.94
H 7.50 1.13 -0.54
H 7.08 -1.64 -0.33
H 7.23 -1.08 -2.05
H 5.86 -2.07 -1.52

HOMO	-8.0035	eV
total energy	-44918.36904	eV
charge	0
HOMO-LUMO gap	8.0787	eV